(1)
# C31H81MgN6O12

A structure of composition C31H81MgN6O12 at a distorted geometry (ωB97M-V/def2-TZVPD, the Open Molecules 2025 dataset).

net charge: +2
2S+1: 2
max |F|: 0.073 hartree/bohr
Kohn-Sham gap (spin up / spin down): 6.708 / 1.934 eV

Last column: Löwdin spin population.
CARTESIAN COORDINATES (ANGSTROEM)
Mg 2.177 3.375 1.004  0.00
C 1.118 -0.361 -0.515  0.00
C 0.385 0.924 -0.309  0.00
O 1.033 1.882 0.472  0.00
H 0.471 -0.941 -1.173  0.00
H 1.316 -1.013 0.335  0.00
H 1.983 -0.102 -1.126  0.00
H -0.560 0.653 0.162  0.00
H 0.082 1.384 -1.249  0.00
C 4.598 1.392 0.236  0.00
O 3.796 2.213 0.746  0.00
N 5.505 0.774 0.925  0.00
N 4.821 1.146 -1.047  0.00
H 5.754 1.163 1.823  0.00
H 6.129 0.183 0.394  0.00
H 5.620 0.613 -1.361  0.00
H 4.087 1.501 -1.644  0.00
C 1.868 2.032 -4.229  0.00
C 1.076 1.908 -5.561  0.00
O 0.805 3.214 -5.965  0.00
H 1.109 2.092 -3.450  0.00
H 2.603 2.835 -4.301  0.00
H 2.325 1.084 -3.948  0.00
H 0.132 1.364 -5.550  0.00
H 1.532 1.429 -6.428  0.00
H 1.549 3.532 -6.481  0.00
C -1.318 3.540 -2.521  0.00
C -2.519 3.053 -1.767  0.00
O -3.569 3.163 -2.655  0.00
H -1.116 2.927 -3.400  0.00
H -0.516 3.377 -1.801  0.00
H -1.312 4.595 -2.798  0.00
H -2.770 3.578 -0.846  0.00
H -2.504 2.013 -1.440  0.00
H -4.420 3.168 -2.212  0.00
C 2.274 -6.129 0.351  0.00
O 1.240 -5.458 1.061  0.00
C 1.199 -4.028 1.004  0.00
C -0.033 -3.494 1.820  0.00
N -1.230 -4.089 1.202  0.00
C -2.461 -3.583 1.884  0.00
C -3.759 -4.157 1.317  0.00
O -3.625 -4.134 -0.115  0.00
C -4.728 -4.760 -0.812  0.00
H 3.270 -5.686 0.346  0.00
H 1.885 -5.932 -0.647  0.00
H 2.242 -7.190 0.600  0.00
H 1.103 -3.638 -0.009  0.00
H 2.086 -3.567 1.438  0.00
H -0.129 -2.409 1.855  0.00
H 0.163 -3.857 2.828  0.00
H -1.083 -5.088 1.169  0.00
H -2.434 -2.498 1.779  0.00
H -2.515 -4.040 2.873  0.00
H -4.642 -3.731 1.794  0.00
H -3.852 -5.216 1.558  0.00
H -4.788 -4.456 -1.858  0.00
H -5.715 -4.497 -0.432  0.00
H -4.597 -5.805 -0.530  0.00
C -5.243 0.599 -0.096  0.00
O -4.709 0.216 1.208  0.12
C -3.621 0.975 1.698  0.06
C -3.730 2.584 1.923  0.06
N -4.647 3.065 2.972  0.50
C -6.020 2.946 2.596  0.11
C -7.072 3.532 3.560  0.03
O -8.354 3.167 3.155  0.00
C -9.418 3.977 3.718  0.00
H -6.020 -0.061 -0.483  0.00
H -4.393 0.685 -0.773  0.00
H -5.754 1.561 -0.096  0.00
H -2.858 0.704 0.968  0.01
H -3.416 0.633 2.712  0.00
H -4.185 3.113 1.086  0.00
H -2.735 2.937 2.192  0.01
H -4.604 2.509 3.814  0.02
H -6.233 1.888 2.748  0.06
H -6.240 3.023 1.531  0.00
H -6.891 4.605 3.494  0.01
H -6.964 3.164 4.580  0.00
H -9.258 4.051 4.794  0.00
H -10.357 3.515 3.413  0.00
H -9.382 4.997 3.337  0.00
C 3.570 -0.526 4.286  0.00
O 3.375 0.834 4.140  0.00
C 2.109 1.380 3.915  0.00
C 2.017 2.981 3.943  0.00
N 2.820 3.699 2.917  0.00
C 2.507 5.109 3.035  0.00
C 1.128 5.543 2.656  0.00
O 0.597 4.539 1.785  0.00
C -0.705 4.764 1.370  0.00
H 4.594 -0.774 4.564  0.00
H 3.368 -1.068 3.362  0.00
H 2.964 -0.739 5.166  0.00
H 1.397 1.140 4.704  0.00
H 1.643 1.085 2.975  0.00
H 2.457 3.216 4.913  0.00
H 0.954 3.216 3.991  0.00
H 3.814 3.710 3.095  0.00
H 3.203 5.675 2.416  0.00
H 2.816 5.538 3.988  0.00
H 0.961 6.497 2.155  0.00
H 0.558 5.576 3.584  0.00
H -1.114 3.992 0.719  0.00
H -0.786 5.765 0.945  0.00
H -1.332 4.748 2.262  0.00
C 4.292 -2.188 0.426  0.00
O 4.951 -1.872 -0.841  0.00
C 4.320 -2.171 -2.065  0.00
C 4.822 -3.498 -2.636  0.00
N 4.190 -4.010 -3.870  0.00
C 2.743 -4.142 -3.879  0.00
C 2.424 -5.092 -5.178  0.00
O 3.192 -4.626 -6.310  0.00
C 3.263 -5.490 -7.402  0.00
H 3.863 -3.189 0.486  0.00
H 3.444 -1.575 0.732  0.00
H 4.987 -2.138 1.264  0.00
H 4.566 -1.252 -2.596  0.00
H 3.241 -2.187 -1.914  0.00
H 4.913 -4.186 -1.795  0.00
H 5.859 -3.246 -2.855  0.00
H 4.595 -3.668 -4.730  0.00
H 2.231 -3.180 -3.894  0.00
H 2.369 -4.696 -3.018  0.00
H 1.356 -5.157 -5.387  0.00
H 2.789 -6.107 -5.019  0.00
H 2.951 -4.791 -8.178  0.00
H 2.433 -6.194 -7.453  0.00
H 4.257 -5.881 -7.623  0.00

---

(2)
# C31H83FN2O15

A cluster of 13 separate species, C31H83FN2O15 in total at a distorted geometry (ωB97M-V/def2-TZVPD, the Open Molecules 2025 dataset).

max |F|: 0.034 hartree/bohr
Kohn-Sham gap: 9.253 eV

Last column: Mulliken charge in e.
CARTESIAN COORDINATES (ANGSTROEM)
C 4.970 4.154 -0.760  0.54
C 4.936 5.352 -0.850  -0.56
C 4.589 6.796 -1.034  -0.54
O 4.135 7.302 0.231  -0.33
C 2.799 7.606 0.211  0.63
O 2.399 8.504 -0.473  -0.53
N 1.939 6.924 1.070  0.15
F 2.552 5.874 1.728  -0.18
C 0.646 6.535 0.519  -1.18
C 0.564 5.100 -0.085  0.67
O 1.749 4.629 -0.668  -0.44
C -0.529 5.141 -1.194  -1.14
N -1.872 5.449 -0.667  -0.46
H 4.971 3.083 -0.718  0.35
H 3.810 6.885 -1.793  0.42
H 5.482 7.339 -1.349  0.06
H -0.065 6.560 1.351  0.19
H 0.279 7.257 -0.207  0.48
H 0.189 4.421 0.685  0.34
H 2.230 5.330 -1.106  0.19
H -0.528 4.214 -1.769  0.25
H -0.246 5.961 -1.866  0.56
H -1.948 6.451 -0.569  0.32
H -1.971 5.014 0.244  0.17
C -1.773 0.387 0.723  -0.91
C -1.668 1.883 0.496  -0.02
O -2.457 2.590 1.451  -0.44
H -2.812 0.062 0.646  0.14
H -1.177 -0.164 -0.009  0.25
H -1.428 0.119 1.723  0.47
H -2.032 2.151 -0.496  0.19
H -0.628 2.218 0.581  0.09
H -2.128 2.362 2.325  0.26
C 9.188 8.130 -0.652  -0.64
C 8.807 7.504 -1.979  -0.18
O 7.580 8.040 -2.481  -0.52
H 8.398 7.969 0.084  0.22
H 10.122 7.702 -0.273  0.06
H 9.315 9.212 -0.758  0.34
H 8.661 6.431 -1.866  0.24
H 9.596 7.669 -2.721  0.25
H 7.699 8.986 -2.596  0.28
C -4.405 -2.930 1.694  -1.16
C -3.087 -2.977 0.944  0.89
O -1.996 -2.777 1.838  -0.52
H -4.521 -1.970 2.200  0.30
H -5.249 -3.075 1.017  0.34
H -4.437 -3.707 2.462  0.31
H -3.049 -2.189 0.193  -0.35
H -2.960 -3.939 0.441  -0.14
H -2.030 -3.484 2.490  0.31
C -2.732 0.384 -3.182  -0.93
C -3.523 -0.866 -2.849  -0.09
O -2.651 -1.982 -2.694  -0.49
H -2.158 0.241 -4.098  0.34
H -3.391 1.245 -3.311  0.35
H -2.016 0.606 -2.387  0.05
H -4.221 -1.105 -3.651  0.32
H -4.095 -0.727 -1.925  0.22
H -2.043 -1.774 -1.979  0.27
C -1.745 -7.127 -0.704  -0.86
C -1.385 -7.031 0.768  -0.25
O -2.244 -6.141 1.483  -0.41
H -1.703 -6.140 -1.172  0.16
H -1.057 -7.793 -1.229  0.42
H -2.757 -7.501 -0.832  0.21
H -0.373 -6.639 0.876  0.24
H -1.423 -8.018 1.242  0.26
H -3.158 -6.465 1.437  0.33
C 3.080 -4.956 0.616  -1.01
C 2.703 -4.424 -0.755  -0.12
O 1.573 -5.111 -1.285  -0.47
H 3.300 -6.023 0.561  0.28
H 3.954 -4.437 1.013  0.33
H 2.252 -4.831 1.319  0.28
H 3.522 -4.567 -1.458  0.29
H 2.479 -3.353 -0.702  0.21
H 0.841 -4.981 -0.675  0.20
C -6.748 4.797 1.473  -1.13
C -5.406 4.742 0.765  -0.11
O -4.331 4.940 1.676  -0.46
H -6.874 5.757 1.974  0.27
H -7.570 4.657 0.768  0.35
H -6.812 4.020 2.239  0.33
H -5.337 5.529 0.015  0.31
H -5.275 3.777 0.263  0.18
H -4.373 4.240 2.332  0.25
C -7.170 -7.470 0.743  -1.10
C -5.906 -7.631 -0.079  -0.09
O -4.741 -7.515 0.740  -0.42
H -7.176 -6.501 1.243  0.22
H -8.058 -7.546 0.114  0.39
H -7.225 -8.237 1.520  0.31
H -5.842 -6.853 -0.838  0.07
H -5.893 -8.604 -0.580  0.32
H -4.783 -8.207 1.413  0.19
C -4.667 -4.445 -3.639  -0.73
C -5.991 -5.171 -3.787  -0.34
O -7.071 -4.397 -3.265  -0.51
H -4.470 -4.216 -2.591  0.13
H -3.844 -5.048 -4.026  0.34
H -4.684 -3.495 -4.176  0.26
H -5.978 -6.110 -3.234  0.23
H -6.192 -5.398 -4.840  0.31
H -7.100 -3.571 -3.755  0.31
C 12.557 4.648 -0.862  -1.01
C 12.812 6.144 -0.848  -0.23
O 11.945 6.809 0.072  -0.51
H 11.520 4.442 -1.130  0.24
H 13.211 4.146 -1.576  0.33
H 12.727 4.218 0.128  0.33
H 12.622 6.573 -1.831  0.29
H 13.851 6.355 -0.577  0.26
H 12.113 6.446 0.946  0.27
C 5.348 -0.803 0.662  -1.09
C 5.376 0.712 0.599  -0.24
O 4.294 1.218 -0.186  -0.51
H 5.402 -1.227 -0.341  0.29
H 6.182 -1.187 1.251  0.36
H 4.416 -1.153 1.112  0.30
H 6.298 1.057 0.132  0.33
H 5.320 1.142 1.604  0.28
H 3.475 0.930 0.225  0.26
C -6.130 -7.009 5.213  -0.89
C -6.057 -8.520 5.087  -0.32
O -5.093 -8.911 4.110  -0.48
H -6.386 -6.559 4.252  0.15
H -6.877 -6.712 5.950  0.36
H -5.163 -6.600 5.514  0.33
H -7.017 -8.923 4.767  0.29
H -5.797 -8.975 6.047  0.29
H -4.239 -8.570 4.390  0.28

---

(3)
# C31H84IN2O19P3

A structure of composition C31H84IN2O19P3 at a distorted geometry (ωB97M-V/def2-TZVPD, the Open Molecules 2025 dataset).

max |F|: 0.051 hartree/bohr
Kohn-Sham gap: 7.940 eV

Last column: Mulliken charge in e.
CARTESIAN COORDINATES (ANGSTROEM)
C -1.836 3.267 1.559  -0.44
O -2.591 3.418 0.374  -0.43
C -3.387 2.301 0.062  -1.20
C -2.647 1.217 -0.794  3.03
C -1.413 1.827 -1.446  -1.52
C -1.554 3.056 -2.365  -1.31
O -2.868 3.589 -2.373  -0.43
C -2.209 0.183 0.274  -1.54
O -1.122 0.050 0.793  -0.75
N -3.316 -0.637 0.587  0.46
C -4.391 -0.496 -0.437  0.10
C -5.634 0.059 0.275  -1.21
C -6.913 0.361 -0.512  -0.36
O -7.020 -0.475 -1.649  -0.42
C -7.119 1.852 -0.849  -0.42
N -8.137 2.018 -1.873  -0.57
P -5.025 -2.352 -0.758  -0.24
O -3.865 -3.336 -0.124  -0.20
O -5.044 -2.656 -2.345  -0.18
C -3.565 0.210 -1.571  0.04
I -4.644 1.036 -3.227  0.27
P -2.255 -1.041 -2.247  0.41
P -2.312 -1.274 -4.431  1.02
O -3.512 -1.889 -5.007  -0.63
O -1.823 0.104 -5.092  -0.51
O -1.023 -2.205 -4.623  -0.43
H -2.487 3.215 2.441  0.28
H -1.200 2.378 1.550  0.03
H -1.188 4.138 1.657  0.34
H -4.234 2.673 -0.513  -0.28
H -3.785 1.889 0.989  0.86
H -0.830 1.068 -1.970  0.86
H -0.754 2.122 -0.628  0.13
H -0.856 3.822 -2.014  0.49
H -1.240 2.819 -3.390  0.26
H -2.833 4.502 -2.661  0.31
H -3.653 -0.474 1.527  0.39
H -5.901 -0.741 0.977  0.64
H -5.420 0.922 0.909  0.39
H -7.742 0.135 0.168  0.51
H -7.736 -1.097 -1.519  0.31
H -7.499 2.328 0.058  0.47
H -6.169 2.328 -1.094  -0.04
H -7.749 2.073 -2.801  0.23
H -8.712 2.824 -1.687  0.22
H -3.886 -3.232 0.835  0.24
H -4.803 -3.577 -2.538  0.23
H -2.707 -2.329 -1.954  -0.05
H -1.904 0.848 -4.482  0.32
H -0.226 -1.655 -4.690  0.26
C 2.300 -0.901 2.997  -1.12
C 1.920 0.557 2.807  0.32
O 1.548 0.831 1.462  -0.47
H 3.127 -1.164 2.337  0.30
H 2.597 -1.097 4.029  0.29
H 1.461 -1.555 2.745  0.30
H 2.764 1.200 3.047  0.19
H 1.090 0.824 3.475  -0.02
H 0.791 0.260 1.276  0.37
C -3.730 -6.496 3.175  -0.80
C -4.914 -5.712 3.712  -0.31
O -5.319 -4.675 2.822  -0.47
H -2.886 -5.830 2.992  0.23
H -3.419 -7.269 3.878  0.37
H -3.985 -6.977 2.227  0.14
H -4.656 -5.220 4.648  0.29
H -5.758 -6.383 3.904  0.27
H -5.566 -5.083 1.986  0.26
C 0.912 -1.681 6.611  -0.86
C -0.283 -0.779 6.847  -0.28
O -0.420 0.195 5.814  -0.45
H 1.824 -1.086 6.548  0.15
H 1.024 -2.413 7.411  0.38
H 0.800 -2.218 5.666  0.26
H -0.169 -0.223 7.776  0.30
H -1.203 -1.371 6.917  0.28
H -0.536 -0.276 4.983  0.21
C 3.659 -1.324 -3.912  -0.94
C 2.374 -1.815 -4.552  -0.37
O 1.480 -0.735 -4.840  -0.47
H 3.439 -0.784 -2.990  0.25
H 4.341 -2.142 -3.677  0.24
H 4.177 -0.634 -4.580  0.38
H 1.832 -2.494 -3.895  0.35
H 2.608 -2.350 -5.478  0.29
H 1.936 -0.126 -5.434  0.19
C 1.956 3.633 -7.161  -1.04
C 2.320 2.315 -7.819  -0.24
O 1.656 1.210 -7.210  -0.45
H 2.204 3.608 -6.100  0.25
H 2.489 4.463 -7.626  0.36
H 0.884 3.824 -7.248  0.32
H 3.386 2.118 -7.719  0.30
H 2.078 2.344 -8.886  0.25
H 0.707 1.344 -7.293  0.24
C 3.549 4.358 6.290  -0.64
C 3.996 3.161 5.471  -0.46
O 3.174 2.019 5.690  -0.41
H 3.553 4.117 7.353  0.28
H 4.203 5.214 6.124  0.07
H 2.530 4.648 6.025  0.32
H 5.007 2.862 5.747  0.33
H 3.995 3.412 4.403  0.27
H 2.274 2.250 5.440  0.25
C -3.633 -7.846 -1.215  -1.26
C -4.156 -6.425 -1.140  0.17
O -4.851 -6.034 -2.324  -0.53
H -2.968 -7.958 -2.072  0.36
H -3.083 -8.109 -0.310  0.33
H -4.453 -8.558 -1.336  0.34
H -3.343 -5.713 -1.029  0.19
H -4.825 -6.308 -0.278  0.11
H -5.598 -6.626 -2.451  0.28
C 6.290 1.127 -1.124  -1.11
C 6.926 0.062 -1.994  -0.18
O 6.649 0.272 -3.378  -0.44
H 5.210 1.146 -1.274  0.25
H 6.494 0.943 -0.069  0.34
H 6.680 2.115 -1.380  0.34
H 6.528 -0.923 -1.753  0.27
H 8.009 0.039 -1.835  0.32
H 6.999 1.135 -3.614  0.23
C 6.820 -3.833 -4.884  -0.49
C 8.222 -3.590 -4.360  -0.29
O 8.852 -2.493 -5.014  -0.53
H 6.833 -4.031 -5.956  0.29
H 6.352 -4.680 -4.378  0.33
H 6.203 -2.948 -4.715  -0.15
H 8.858 -4.457 -4.535  0.31
H 8.196 -3.403 -3.280  0.24
H 8.313 -1.712 -4.853  0.31
C 5.207 8.935 8.160  -1.16
C 4.705 7.560 7.758  -0.15
O 3.283 7.488 7.750  -0.51
H 4.834 9.199 9.149  0.29
H 6.298 8.965 8.177  0.34
H 4.856 9.695 7.458  0.34
H 5.050 6.808 8.466  0.31
H 5.089 7.293 6.767  0.23
H 2.964 8.136 7.116  0.29

---

Question: Look up the max |F| of the first one.
Answer: 0.073 hartree/bohr

---

Question: The highest max |F| belongs to which entry?
Answer: C31H81MgN6O12

---

Question: Among the records above, which one has the lowest max |F|?
Answer: C31H83FN2O15